DFT (ωB97M-V/def2-TZVPD) results for a molecular structure, C14H21BN5O5S2Zn.

* total charge: -1
* gap between HOMO and LUMO: 7.7 eV
* ΔE to the lowest compared entry with this formula, charge and spin: 16.1 kJ/mol

Atoms and positions in Å:
Zn 0.737 0.098 -0.247
O 3.285 0.286 0.101
C 3.503 1.669 0.334
C 2.660 2.462 -0.646
N 1.223 2.272 -0.453
C 0.733 2.861 0.785
C 0.883 1.913 1.997
O 0.902 2.428 3.112
O 0.923 0.670 1.735
C 0.501 2.635 -1.664
C 0.660 1.534 -2.734
O 0.600 1.859 -3.912
O 0.823 0.354 -2.277
H 3.182 -0.160 0.950
H 4.561 1.907 0.170
H 3.255 1.937 1.362
H 2.908 2.134 -1.657
H 2.917 3.530 -0.560
H -0.340 3.040 0.678
H 1.219 3.816 1.019
H 0.827 3.593 -2.082
H -0.564 2.701 -1.428
C 1.069 -2.723 -3.178
N -0.141 -2.816 -2.385
C -1.406 -3.037 -2.873
C -2.233 -3.074 -1.803
N -1.484 -2.878 -0.671
B -2.024 -3.046 0.774
N -1.945 -1.735 1.644
C -2.052 -1.851 3.009
C -2.138 -0.612 3.541
N -2.084 0.268 2.487
C -2.115 1.707 2.616
C -1.959 -0.434 1.334
S -1.794 0.288 -0.215
C -0.212 -2.675 -1.046
S 1.116 -2.297 -0.022
H 0.870 -3.171 -4.151
H 1.866 -3.269 -2.675
H 1.351 -1.678 -3.291
H -1.597 -3.140 -3.925
H -3.292 -3.230 -1.748
H -3.190 -3.364 0.679
H -1.372 -3.879 1.354
H -2.039 -2.815 3.483
H -2.201 -0.273 4.558
H -2.946 1.991 3.263
H -2.268 2.129 1.625
H -1.176 2.075 3.033